ORCA calculation (ωB97M-V with the def2-TZVPD basis set) on a molecular structure, C11H34BrCoN8O5 at a distorted geometry.

ORCA input file:
```
! RIJCOSX wB97M-V def2-TZVPD def2/J DEFGRID3
* xyz 1 4
Co 2.078 -3.557 -0.488
Br 1.067 -1.179 -0.570
C -0.620 -3.305 4.814
C 0.017 -2.198 3.981
C 1.540 -2.135 4.104
O 2.038 -1.682 5.315
C 2.084 -0.279 5.537
N -0.342 -2.413 2.549
H -1.664 -3.411 4.523
H -0.507 -3.076 5.874
H -0.128 -4.273 4.698
H -0.474 -1.267 4.287
H 2.018 -1.715 3.206
H 1.839 -3.190 4.067
H 2.963 0.162 5.057
H 2.215 -0.136 6.608
H 1.110 0.095 5.214
H -1.346 -2.367 2.477
H 0.077 -1.664 2.010
C -3.085 -1.480 -2.831
C -2.200 -0.748 -3.858
C -2.555 0.733 -3.909
O -3.883 0.853 -4.315
C -4.225 2.212 -4.535
N -0.785 -0.960 -3.650
H -2.845 -2.547 -2.760
H -4.161 -1.481 -3.010
H -2.972 -1.112 -1.805
H -2.399 -1.293 -4.784
H -1.870 1.182 -4.651
H -2.257 1.310 -3.019
H -5.245 2.345 -4.897
H -3.656 2.558 -5.407
H -4.076 2.768 -3.608
H -0.548 -0.942 -2.657
H -0.652 -1.952 -3.836
C -2.185 0.710 1.561
O -3.014 0.836 2.446
N -2.049 -0.418 0.814
N -1.392 1.737 1.125
H -2.557 -1.228 1.115
H -1.388 -0.544 0.067
H -0.815 1.643 0.315
H -1.566 2.638 1.537
C 1.354 2.790 -2.034
O 1.373 3.904 -2.652
N 1.248 1.634 -2.703
N 1.542 2.690 -0.723
H 1.167 0.764 -2.186
H 1.327 1.615 -3.713
H 1.340 3.515 -0.170
H 1.523 1.850 -0.159
C 4.549 1.296 -1.027
O 4.233 0.916 -2.150
N 5.447 2.312 -0.850
N 4.150 0.744 0.165
H 5.610 2.697 0.057
H 5.818 2.701 -1.700
H 3.313 0.190 0.095
H 4.419 1.150 1.039
*
```

* molecular weight: 497.28 g mol⁻¹
* gap between HOMO and LUMO (spin up / spin down): 0.25247 / 0.11011 Eh
* highest occupied orbital energy (spin up / spin down): -11.4659 / -11.4595 eV
* LUMO (spin up / spin down): -4.60 / -8.46 eV
* electronic energy: -5210.2142 hartree
* relative energy (zero: lowest compared OMol25 entry of this formula, charge and spin): 0.9829 eV
* <S²>: 3.765
* max |F|: 3.8 eV/Å